(1)
Below is a structure of composition C27H32IN3PPdSSi at a distorted geometry, with properties calculated with ωB97M-V/def2-TZVPD.

**Orbital gap (spin up / spin down)**: 4.64 / 4.91 eV
**Charge**: +3
**E_HOMO (spin up / spin down)**: -16.453 / -16.471 eV

Each line ends with the Löwdin charge.
Atoms and positions in Å:
Pd  -0.054565  -0.189572  -0.022522  0.342
I  -1.709186  2.082415  0.498207  1.230
C  -3.745190  1.781251  -0.149604  -0.503
C  -4.670453  2.427430  0.649558  -0.119
C  -6.020172  2.442911  0.303874  -0.017
C  -6.424153  1.841838  -0.863195  0.034
C  -5.497668  1.172721  -1.689479  -0.133
C  -5.959640  0.599881  -2.890166  0.042
C  -5.107002  -0.072969  -3.730882  -0.007
C  -3.770583  -0.210665  -3.369804  -0.052
C  -3.255979  0.339490  -2.199680  -0.285
P  -1.459363  -0.031151  -2.027487  1.038
C  -1.210870  -1.681135  -2.774495  -0.383
C  -1.623475  -2.775883  -2.006849  -0.105
C  -1.489540  -4.062476  -2.494394  -0.039
C  -0.934966  -4.271722  -3.749710  -0.017
C  -0.516430  -3.189061  -4.510200  -0.029
C  -0.639887  -1.894862  -4.030112  -0.070
C  -0.629855  1.219476  -3.031961  -0.377
C  -1.293429  2.324824  -3.560785  -0.051
C  -0.588188  3.244424  -4.317669  -0.019
C  0.772497  3.077705  -4.531381  -0.008
C  1.441731  1.988190  -3.985953  -0.039
C  0.746685  1.067103  -3.228495  -0.137
C  -4.104919  1.087227  -1.331792  -0.196
H  -4.344398  2.944797  1.540223  0.105
H  -6.727639  2.950708  0.936380  0.132
H  -7.457961  1.882253  -1.169429  0.138
H  -7.002491  0.707144  -3.143734  0.139
H  -5.461006  -0.503515  -4.655973  0.132
H  -3.111139  -0.754260  -4.031552  0.112
H  -2.084344  -2.606280  -1.040389  0.093
H  -1.819058  -4.901181  -1.901938  0.123
H  -0.830391  -5.274613  -4.132861  0.129
H  -0.096007  -3.353008  -5.490013  0.127
H  -0.324187  -1.060339  -4.639290  0.116
H  -2.352727  2.457918  -3.400500  0.116
H  -1.102443  4.090840  -4.746357  0.129
H  1.317448  3.802479  -5.113928  0.129
H  2.500190  1.859871  -4.160893  0.121
H  1.252989  0.205432  -2.800763  0.082
N  1.903793  -1.451494  -0.479644  0.016
N  3.072182  -0.703145  -0.729446  -0.037
C  3.133399  0.609208  -0.428461  -0.797
N  4.259642  1.275966  -0.621618  0.163
S  1.771978  1.415296  0.183363  0.660
H  2.016510  -2.040065  0.357102  0.097
H  1.712672  -2.060558  -1.280856  0.125
H  3.933088  -1.196958  -0.952612  0.180
H  5.125515  0.841260  -0.909818  0.144
H  4.301847  2.264835  -0.415877  0.131
C  0.579357  -1.389319  4.612450  -0.164
Si  0.047602  -2.508261  3.101404  0.551
C  -1.367977  -3.496126  4.010342  -0.125
C  1.489673  -3.641182  2.590989  -0.182
C  -0.711686  -1.456694  1.724427  -0.125
H  0.750093  -2.009992  5.483833  0.042
H  -0.196424  -0.667689  4.834792  0.030
H  1.499856  -0.881487  4.348863  0.021
H  -0.959915  -3.979187  4.893298  0.057
H  -1.754156  -4.256432  3.337614  0.032
H  -2.174319  -2.837571  4.313820  0.041
H  1.666449  -4.361201  3.388615  0.051
H  2.426313  -3.098740  2.468655  0.025
H  1.301085  -4.221317  1.689534  0.027
H  -1.325416  -0.658722  2.164678  0.005
H  -1.305550  -2.075561  1.034520  0.009

Cartesian forces, eV/Å:
0.406 1.318 0.181
-0.429 -0.956 -0.628
0.043 0.081 0.266
0.772 -0.213 0.037
-0.281 -0.138 -0.487
0.310 0.222 0.442
0.326 0.039 0.140
0.349 -0.262 -0.246
-0.269 0.249 0.072
0.211 -0.193 0.268
0.562 -0.338 0.273
-1.176 -0.294 -1.328
0.206 0.415 0.639
-0.110 0.052 0.125
-0.048 0.017 0.107
0.023 0.113 0.050
0.032 0.063 -0.094
0.082 0.195 -0.026
0.396 -0.528 0.822
-0.175 0.105 0.056
-0.121 -0.047 0.028
0.046 -0.049 0.119
0.088 -0.116 0.024
0.099 -0.144 -0.073
0.037 0.129 0.005
-0.040 0.008 0.111
-0.085 0.091 0.114
-0.114 -0.016 -0.025
-0.157 -0.028 -0.001
-0.008 0.025 -0.043
-0.070 -0.096 -0.026
-0.035 -0.072 0.031
-0.066 -0.087 0.060
0.005 -0.099 -0.055
0.035 0.003 -0.112
0.041 0.052 -0.058
-0.090 0.026 -0.003
-0.051 0.056 -0.033
0.057 0.088 -0.114
0.046 0.005 -0.023
0.054 0.094 -0.115
-0.417 -0.449 0.030
0.226 -0.015 -0.030
-0.207 0.017 0.113
-0.004 -0.262 -0.052
0.022 0.528 0.522
0.109 0.161 -0.286
0.160 0.158 0.187
-0.304 -0.164 0.051
-0.038 -0.063 -0.067
-0.098 -0.081 0.093
0.001 -0.594 -1.954
1.519 -0.122 3.147
-0.062 0.305 -1.706
-0.622 0.429 -0.236
-1.497 -0.291 -0.613
0.024 -0.171 0.087
-0.142 0.211 0.110
0.216 0.323 0.254
0.460 0.129 0.005
-0.264 -0.188 0.088
-0.108 0.103 0.024
-0.084 -0.003 0.127
0.084 0.170 0.003
-0.055 -0.109 -0.131
0.133 -0.060 -0.283
0.046 0.269 0.040

(2)
Below is the molecule C4H6N2 at a distorted geometry, with properties calculated with ωB97M-V/def2-TZVPD.

**Orbital gap (spin up / spin down)**: 7.85 / 8.08 eV
**E_HOMO (spin up / spin down)**: -7.943 / -8.089 eV

Each line ends with the Löwdin charge.
Atoms and positions in Å:
N  -0.988719  -0.958815  -1.247829  0.023
C  -1.445229  0.081797  -0.866925  -0.123
C  -0.844466  0.960627  0.174059  -0.184
C  0.213026  0.392227  1.100160  -0.270
C  0.321422  -1.364369  -1.302315  -0.026
N  1.267810  1.054607  1.351174  0.093
H  -0.395137  1.793648  -0.383407  0.118
H  -1.680020  1.367087  0.746589  0.103
H  -0.022991  -0.576024  1.555555  0.114
H  0.974756  -0.893038  -2.038094  0.063
H  0.553899  -2.397600  -1.102948  0.040
H  1.854967  0.547575  2.018308  0.049

Cartesian forces, eV/Å:
3.419 -0.384 0.989
-1.758 1.026 -0.156
-0.175 0.531 -0.004
0.019 -0.053 -0.217
-0.700 -1.024 -1.179
-0.351 -0.440 -0.117
-0.171 0.013 0.165
0.172 0.205 0.221
0.095 0.058 0.025
-0.232 0.212 0.294
-0.201 -0.278 0.000
-0.115 0.134 -0.020

(3)
Below is the molecule C4H10N2 at a distorted geometry, with properties calculated with ωB97M-V/def2-TZVPD.

**Orbital gap**: 10.12 eV
**E_HOMO**: -9.074 eV
**SMILES string**: C=NCCCN

Each line ends with the Löwdin charge.
Atoms and positions in Å:
C  -1.003555  -0.929121  -2.177522  -0.066
N  -1.217761  -1.113974  -0.958719  -0.031
C  -0.239002  -1.144551  0.091717  -0.253
C  0.864583  -0.086795  0.039707  -0.202
C  0.463439  1.275305  0.605031  -0.307
N  0.292476  1.234590  2.044234  -0.008
H  -1.813657  -1.152054  -2.868135  0.064
H  -0.136256  -0.405685  -2.605710  0.071
H  0.172753  -2.153126  0.163014  0.118
H  -0.766112  -1.077201  1.050253  0.095
H  1.819151  -0.402877  0.459926  0.111
H  1.041316  0.096456  -1.024854  0.083
H  1.306007  1.948719  0.425958  0.102
H  -0.364757  1.642567  -0.013678  0.109
H  -0.056308  0.344150  2.377549  0.050
H  -0.362318  1.923595  2.391229  0.065

Cartesian forces, eV/Å:
-0.012 1.098 -0.091
-0.688 -1.547 0.140
0.543 0.645 1.042
-0.102 0.344 -0.764
0.719 -0.207 -0.321
-0.484 -0.081 0.516
-0.046 0.153 -0.081
0.267 -0.525 0.029
0.077 -0.051 -0.487
-0.200 0.187 -0.153
-0.131 -0.211 0.195
0.369 -0.061 0.059
-0.082 0.099 -0.243
-0.324 0.056 0.452
-0.006 -0.025 -0.180
0.101 0.126 -0.113

(4)
Below is a cluster of 2 separate species, C4H9NO in total at a distorted geometry, with properties calculated with ωB97M-V/def2-TZVPD.

**Orbital gap**: 10.33 eV
**E_HOMO**: -9.556 eV
**SMILES string**: C=CC.NC=O

Each line ends with the Löwdin charge.
Atoms and positions in Å:
C  0.315909  0.723532  1.602075  -0.027
C  1.128596  -0.350531  1.553493  -0.218
C  2.602822  -0.037426  1.623686  -0.146
H  -0.731093  0.585878  1.850960  0.041
H  0.605136  1.662340  1.148275  0.058
H  0.918334  -1.402394  1.454697  0.087
H  3.155418  -0.828238  1.088017  0.065
H  3.020113  0.911131  1.278148  0.071
H  3.008778  -0.051091  2.638045  0.071
N  -1.989384  -0.281445  -1.762901  0.113
C  -2.624875  -0.156509  -2.952085  -0.428
O  -3.809849  0.099667  -3.005615  -0.003
H  -2.594680  -0.318269  -0.955522  0.105
H  -0.990639  -0.321858  -1.695208  0.085
H  -2.014592  -0.234787  -3.866068  0.124

Cartesian forces, eV/Å:
-0.928 -1.951 -0.690
1.221 2.756 0.094
1.392 -1.241 -0.762
-0.188 0.115 -0.482
0.403 0.329 0.980
-0.703 -0.104 0.863
0.094 0.282 0.152
-0.843 0.204 -0.452
-0.469 -0.404 0.264
0.012 -0.267 -0.340
-0.624 0.724 0.242
0.007 -0.363 -0.330
0.368 0.175 0.049
0.044 -0.165 0.193
0.215 -0.092 0.219

| no. | DFT total energy (hartree) |
| --- | --- |
| 1 | -2665.90513 |
| 2 | -265.36547 |
| 3 | -267.86668 |
| 4 | -287.75639 |